Here is a 2-piece molecular cluster, C12H11PS overall at a distorted geometry from the Open Molecules 2025 dataset. Energies are from ωB97M-V/def2-TZVPD.

Calculated values
frontier orbital gap (alpha / beta): 6.7 / 8.4 eV
energy above the lowest of the compared OMol25 structures with the same formula, charge and spin: 359.12 kJ/mol
lowest unoccupied orbital energy (alpha / beta): -0.0791 / -0.0084 hartree
calculated total energy: -1203.237078 a.u.
net charge: 0

Each line ends with the Löwdin charge.
Cartesian coordinates (Å):
S 0.065497 -2.760801 2.907888  0.179
P -0.654852 -2.114956 1.090907  0.518
C -3.156110 1.066729 0.769733  0.063
C 1.506213 -0.512105 0.868079  -0.128
C -0.682610 1.854333 -0.137689  -0.085
C -1.019962 1.761886 1.218106  -0.132
C 2.486418 -0.137891 -1.327082  -0.098
C 2.429696 0.122075 0.044866  -0.087
C 1.876109 -1.191030 -1.953455  -0.050
C -2.986315 1.257730 -0.538879  -0.139
C 0.708447 -1.447171 0.204440  -0.558
C -1.729699 1.622443 -1.031775  -0.083
C -2.181436 1.300875 1.778276  -0.090
C 0.910142 -1.808732 -1.143378  -0.088
H 0.400525 -2.596537 -1.565572  0.066
H -0.514323 -3.324981 0.354695  -0.060
H -1.493003 1.595665 -2.073226  0.095
H 0.338004 1.925832 -0.466030  0.089
H 1.343631 -0.346164 1.915559  0.071
H -3.735829 1.104027 -1.289038  0.093
H 2.157645 -1.543084 -2.835715  0.063
H -2.317504 1.057413 2.729908  0.051
H 3.178952 0.771402 0.337563  0.081
H -0.197949 1.874698 1.963957  0.115
H 3.268313 0.468344 -1.822138  0.113

Atoms 1-6, force components in eV/Å:
-0.45 0.41 -0.53
-0.10 -1.94 0.81
0.48 0.19 2.38
0.36 -0.09 -1.87
-1.97 -0.50 0.06
2.94 -0.15 1.77

Here is one molecule with the formula C12H12Br2 at a distorted geometry from the Open Molecules 2025 dataset. Energies are from ωB97M-V/def2-TZVPD.

Calculated values
frontier orbital gap (alpha / beta): 7.5 / 7.5 eV
SMILES: CC\C(Br)=c1/cccc/c1=C/C=C\Br
energy above the lowest of the compared OMol25 structures with the same formula, charge and spin: 401.78 kJ/mol
lowest unoccupied orbital energy (alpha / beta): -0.0136 / -0.0136 hartree
calculated total energy: -5612.356582 a.u.
net charge: 0

Each line ends with the Löwdin charge.
Cartesian coordinates (Å):
Br 2.505958 0.218047 -0.627646  0.710
Br -1.936584 1.753847 0.061565  0.832
C 1.678497 2.419430 1.670780  -0.154
C 0.742455 0.471733 0.258283  -0.614
C -0.848579 -2.872775 0.943556  -0.040
C -1.329418 -2.233876 -1.355221  -0.018
C -0.766187 -0.998426 -1.115850  -0.213
C -0.413738 1.943043 -0.982647  -0.585
C -0.396210 1.199268 -2.265564  -0.206
C -0.092709 -0.699780 0.077385  -0.337
C -1.392581 -3.112409 -0.285329  -0.090
C -0.688619 -0.122175 -2.326952  -0.061
C -0.214148 -1.611169 1.113376  -0.001
C 0.890764 1.089877 1.656074  -0.338
H 2.813174 2.412563 1.429177  0.077
H 1.510719 2.776890 2.774964  0.100
H 1.382635 0.321622 2.368885  0.133
H -2.029618 -3.939293 -0.318697  0.087
H 0.270920 -1.423643 1.981429  0.069
H 1.296542 3.245002 1.054452  0.054
H -1.658208 -2.557514 -2.341842  0.122
H -0.623610 -3.676422 1.587329  0.095
H 0.232824 2.890647 -1.132879  0.107
H -0.784048 -0.578724 -3.283413  0.098
H 0.002997 1.349663 2.219241  0.079
H -0.153236 1.734564 -3.160444  0.093

Atoms 1-6, force components in eV/Å:
-0.76 0.11 0.43
-1.05 1.11 0.22
1.40 0.80 2.09
-0.61 3.42 -0.99
1.45 2.55 -0.94
-0.06 -0.04 1.04